This record from the OMol25 dataset describes a structure of composition C56H45Br2N7O8Pb. The level of theory is wB97M-V/def2-TZVPD.

XYZ file:
```
119
C56H45Br2N7O8Pb | the OMol25 dataset | wB97M-V/def2-TZVPD
Pb -0.77650 0.34989 -0.10689
C 7.90083 1.13294 -5.61267
O 6.59230 0.75345 -5.96344
C 5.67634 0.66598 -4.94025
C 5.98113 0.86458 -3.60122
C 4.97586 0.74770 -2.64295
C 3.66338 0.43736 -2.97852
C 3.38718 0.25682 -4.33964
C 4.37206 0.35884 -5.30729
C 2.58556 0.33069 -1.95384
C 1.89497 -0.85318 -1.85106
C 2.34014 -2.09119 -2.54018
C 1.48265 -3.06170 -2.25300
C 0.41291 -2.47435 -1.38721
N 0.76899 -1.13331 -1.13651
C -0.47474 -3.35010 -0.55886
C -1.29030 -2.95711 0.69958
C -1.08113 -3.85422 1.90295
C -1.11759 -3.09637 2.98795
C -1.20347 -1.67532 2.57456
C -1.26389 -0.65453 3.52970
C -1.71626 -1.01852 4.89570
C -2.88432 -1.76960 5.09966
C -3.33724 -2.10202 6.36442
C -2.64228 -1.67162 7.48734
O -3.16496 -2.02638 8.71163
C -2.64405 -1.35322 9.83405
C -1.48023 -0.93164 7.32572
C -1.03213 -0.62276 6.04353
C -0.92853 0.71742 3.27161
N -0.34622 1.15099 2.14982
C -0.08650 2.50978 2.29998
C 0.67344 3.29546 1.43850
C 0.76093 4.74657 1.78280
C -0.34742 5.57462 1.59117
C -0.29426 6.92190 1.89710
C 0.87440 7.47177 2.41343
O 0.83576 8.81577 2.69654
C 2.01173 9.38984 3.21533
C 1.98710 6.66715 2.61344
C 1.91738 5.31159 2.29385
C 1.42376 2.86392 0.32498
C 2.38967 3.62923 -0.38259
C 2.96412 2.78556 -1.30448
C 2.31024 1.51921 -1.16747
N 1.37745 1.59027 -0.21049
C -0.59311 2.93109 3.57096
C -1.10038 1.82446 4.18676
N -1.18173 -1.60520 1.23314
C -0.19354 -4.82493 -0.68050
C -0.88342 -5.61154 -1.59835
C -0.59460 -6.95619 -1.74170
C 0.40292 -7.54074 -0.96874
O 0.62350 -8.88094 -1.17665
C 1.65964 -9.47572 -0.42985
C 1.11330 -6.76853 -0.05966
C 0.80747 -5.41621 0.07184
H 8.46225 1.19976 -6.54193
H 8.37638 0.39423 -4.95974
H 7.91909 2.10547 -5.11139
H 6.98754 1.10121 -3.28367
H 5.22899 0.89390 -1.59941
H 2.36649 0.04511 -4.63679
H 4.14067 0.22354 -6.35720
H 3.23276 -2.16718 -3.14268
H 1.48432 -4.08770 -2.58956
H -1.04116 -4.92926 1.84646
H -1.04836 -3.42574 4.01356
H -3.45849 -2.08021 4.23406
H -4.24675 -2.67505 6.50128
H -3.28961 -1.60110 10.67415
H -2.64400 -0.26946 9.68575
H -1.62325 -1.67401 10.06534
H -0.90247 -0.60420 8.17964
H -0.10684 -0.06860 5.93435
H -1.25851 5.14660 1.18990
H -1.14987 7.56625 1.73643
H 1.79699 10.44469 3.37120
H 2.85012 9.29449 2.51837
H 2.29534 8.93638 4.17005
H 2.90682 7.06964 3.01426
H 2.78442 4.68187 2.45255
H 2.63043 4.66647 -0.20625
H 3.73714 3.03086 -2.01687
H -0.53784 3.93355 3.96698
H -1.57452 1.78186 5.15589
H -1.64439 -5.14686 -2.21264
H -1.13443 -7.57378 -2.44964
H 1.69434 -10.52081 -0.72933
H 1.46648 -9.41876 0.64578
H 2.62637 -9.00882 -0.63977
H 1.90485 -7.19226 0.54196
H 1.37221 -4.80913 0.77115
O -4.81939 1.50008 -2.67747
C -3.92480 1.02850 -1.95021
O -2.77171 1.45281 -1.72462
C -4.32090 -0.29846 -1.24773
C -5.68317 -0.59932 -1.16113
C -6.08250 -1.75902 -0.52477
C -5.10616 -2.61858 -0.04667
C -3.77324 -2.25521 -0.19550
N -3.38966 -1.10405 -0.74388
C -2.76360 -3.28838 0.26149
O -3.11778 -4.44706 0.29677
O -0.95625 -2.76884 -1.77351
H -6.37643 0.10551 -1.59601
H -7.13322 -2.00177 -0.41292
H -5.34751 -3.56019 0.42553
Br -0.67846 4.80762 -2.37204
C -0.52235 2.98719 -2.99310
Br -0.22425 2.89001 -4.90213
H -1.45085 2.47089 -2.75018
H 0.34300 2.54565 -2.51075
N -4.77423 1.66357 1.34758
N -3.74045 2.52644 1.85959
H -4.36420 0.80249 0.99189
H -5.16740 2.13058 0.53937
H -2.96200 2.55585 1.20791
H -3.38524 2.10289 2.70802
```

The calculation puts the gap between HOMO and LUMO at 0.1699 Eh. As for the total energy: -230945.40858 eV. As for the total charge: -2.